A 10-piece molecular cluster, C42H85N5O12 overall in a non-equilibrium geometry, computed with the ωB97M-V functional and the def2-TZVPD basis.

Last column: Löwdin charge in e.
Cartesian coordinates (Å):
1 C 1.476 3.354 2.358  -0.080
2 C 1.356 4.154 3.655  -0.246
3 N 0.442 5.308 3.498  -0.189
4 C -0.617 5.311 4.543  -0.238
5 C -1.842 6.110 4.100  -0.102
6 C 1.157 6.563 3.559  -0.287
7 C 2.112 6.795 2.388  -0.075
8 H 2.105 2.464 2.444  0.065
9 H 1.851 4.019 1.576  0.068
10 H 0.512 2.959 2.038  0.054
11 H 0.967 3.445 4.387  0.103
12 H 2.362 4.468 3.968  0.108
13 H -0.200 5.806 5.440  0.110
14 H -0.929 4.314 4.824  0.107
15 H -2.716 5.472 3.914  0.069
16 H -1.730 6.803 3.272  0.063
17 H -2.262 6.700 4.933  0.071
18 H 0.441 7.370 3.713  0.108
19 H 1.774 6.593 4.491  0.119
20 H 2.465 7.828 2.467  0.074
21 H 3.017 6.197 2.466  0.068
22 H 1.566 6.678 1.452  0.062
23 C -0.575 1.077 -3.759  -0.084
24 C 0.850 1.483 -3.458  -0.245
25 N 1.784 1.490 -4.584  -0.183
26 C 1.716 0.341 -5.472  -0.259
27 C 1.995 0.784 -6.923  -0.086
28 C 3.147 1.834 -4.183  -0.256
29 C 3.301 2.855 -3.076  -0.086
30 H -1.254 1.727 -3.202  0.063
31 H -0.813 0.026 -3.580  0.050
32 H -0.885 1.298 -4.787  0.090
33 H 0.745 2.523 -3.150  0.099
34 H 1.256 0.895 -2.621  0.101
35 H 2.411 -0.483 -5.217  0.096
36 H 0.739 -0.125 -5.339  0.093
37 H 3.094 0.882 -7.020  0.060
38 H 1.703 0.104 -7.719  0.062
39 H 1.716 1.823 -7.112  0.071
40 H 3.656 2.181 -5.090  0.108
41 H 3.691 0.899 -3.906  0.107
42 H 3.179 3.875 -3.435  0.078
43 H 4.293 2.770 -2.628  0.071
44 H 2.607 2.633 -2.267  0.053
45 C -6.459 -3.738 -0.818  -0.085
46 C -6.402 -2.955 -2.130  -0.255
47 N -5.167 -2.201 -2.328  -0.197
48 C -4.054 -3.077 -2.658  -0.263
49 C -2.833 -2.355 -3.156  -0.077
50 C -5.384 -1.135 -3.288  -0.265
51 C -5.767 -1.586 -4.716  -0.075
52 H -7.447 -4.206 -0.734  0.074
53 H -6.314 -3.149 0.090  0.062
54 H -5.770 -4.587 -0.737  0.063
55 H -6.469 -3.686 -2.959  0.114
56 H -7.281 -2.312 -2.168  0.117
57 H -3.762 -3.581 -1.725  0.099
58 H -4.351 -3.883 -3.356  0.120
59 H -2.575 -1.559 -2.457  0.051
60 H -1.963 -2.975 -3.360  0.082
61 H -3.069 -1.882 -4.115  0.071
62 H -4.513 -0.491 -3.381  0.099
63 H -6.218 -0.534 -2.917  0.113
64 H -6.792 -1.958 -4.709  0.065
65 H -5.062 -2.340 -5.046  0.065
66 H -5.813 -0.678 -5.316  0.076
67 O 1.452 -2.765 3.043  0.143
68 C 2.045 -2.453 4.020  -0.464
69 C 3.161 -1.463 4.238  -0.070
70 C 3.442 -1.432 5.731  -0.131
71 C 2.445 -2.482 6.298  -0.159
72 O 1.716 -3.011 5.210  0.027
73 H 4.074 -1.552 3.654  0.090
74 H 2.861 -0.455 3.931  0.125
75 H 4.458 -1.541 6.091  0.109
76 H 3.066 -0.510 6.179  0.108
77 H 2.931 -3.272 6.868  0.120
78 H 1.712 -2.018 6.955  0.120
79 O -3.638 0.029 3.625  0.099
80 C -3.613 -0.212 2.443  -0.482
81 C -2.765 0.469 1.383  -0.034
82 C -3.389 -0.005 0.004  -0.109
83 C -4.252 -1.172 0.456  -0.161
84 O -4.436 -1.122 1.890  0.025
85 H -2.811 1.541 1.488  0.095
86 H -1.756 0.059 1.381  0.117
87 H -3.921 0.795 -0.500  0.114
88 H -2.600 -0.403 -0.611  0.057
89 H -5.218 -1.265 -0.033  0.095
90 H -3.817 -2.153 0.212  0.100
91 O -1.259 -3.534 0.361  0.104
92 C -1.535 -4.334 1.205  -0.469
93 C -2.936 -4.612 1.742  -0.062
94 C -2.792 -5.938 2.515  -0.128
95 C -1.271 -6.009 2.726  -0.162
96 O -0.635 -5.166 1.775  0.040
97 H -3.237 -3.786 2.394  0.130
98 H -3.549 -4.616 0.842  0.109
99 H -3.279 -6.020 3.482  0.111
100 H -3.225 -6.709 1.875  0.112
101 H -0.955 -5.764 3.745  0.126
102 H -0.888 -7.032 2.632  0.124
103 O -0.831 5.044 -3.090  0.122
104 C -0.959 4.754 -1.940  -0.505
105 C -0.655 5.603 -0.735  -0.065
106 C -1.498 4.949 0.386  -0.138
107 C -1.563 3.527 -0.097  -0.141
108 O -1.460 3.573 -1.544  0.016
109 H 0.404 5.549 -0.465  0.117
110 H -0.909 6.647 -0.883  0.123
111 H -1.048 5.141 1.360  0.084
112 H -2.455 5.479 0.397  0.119
113 H -0.730 2.898 0.214  0.091
114 H -2.512 3.047 0.125  0.105
115 O 6.018 -4.090 0.245  0.153
116 C 6.329 -3.124 0.832  -0.497
117 C 7.667 -2.552 1.224  -0.075
118 C 7.360 -1.053 1.263  -0.139
119 C 5.959 -1.106 1.851  -0.197
120 O 5.363 -2.239 1.222  0.011
121 H 8.146 -3.015 2.080  0.130
122 H 8.349 -2.727 0.384  0.128
123 H 8.081 -0.580 1.926  0.118
124 H 7.301 -0.605 0.276  0.124
125 H 6.027 -1.261 2.949  0.114
126 H 5.353 -0.198 1.885  0.128
127 C 1.751 -0.924 0.482  0.004
128 C 0.723 -0.080 -0.228  -0.567
129 N -0.233 -0.769 -0.897  0.200
130 O 0.770 1.142 -0.143  0.017
131 H 2.676 -1.040 -0.108  0.086
132 H 1.503 -1.990 0.526  0.064
133 H 2.040 -0.622 1.478  0.059
134 H -0.337 -1.766 -0.845  0.075
135 H -0.731 -0.275 -1.620  0.065
136 C 1.614 -4.348 -2.081  -0.004
137 C 2.002 -3.170 -2.948  -0.605
138 N 3.304 -2.797 -2.838  0.165
139 O 1.241 -2.607 -3.704  0.034
140 H 1.981 -4.183 -1.063  0.078
141 H 2.130 -5.254 -2.399  0.085
142 H 0.536 -4.443 -2.026  0.071
143 H 3.937 -3.399 -2.355  0.093
144 H 3.572 -1.956 -3.316  0.094

The calculation puts the HOMO energy at -7.4 eV. As for the SMILES: CCN(CC)CC.CCN(CC)CC.CCN(CC)CC.O=C1CCCO1.O=C1CCCO1.O=C1CCCO1.O=C1CCCO1.O=C1CCCO1.CC(N)=O.CC(N)=O. The value obtained for the max |F| is 0.0446 hartree/bohr. The orbital gap comes out at 7.63 eV. For the lowest unoccupied orbital energy, the calculation gives 0.208 eV. Its multiplicity is 1.